Density functional theory data (ωB97M-V with the def2-TZVPD basis set) for 2 unconnected molecules or ions with the total composition C5H12O.

Geometry (Å):
C (3.00651, -0.17398, 0.07415)
H (-1.64620, 1.73657, 0.26819)
H (0.54291, 0.53501, 1.03913)
H (-2.70486, 0.80863, 1.44609)
C (-3.00890, 0.17573, -0.57617)
H (-2.43381, -0.82029, -0.13002)
C (0.45586, -0.01343, 0.09135)
H (3.86829, -0.85251, 0.00614)
H (1.61984, -1.67838, 0.78324)
H (1.65538, -1.47595, -0.97753)
C (-2.24375, 0.85064, 0.44867)
H (3.07617, 0.36411, 1.02732)
C (1.67741, -0.94022, -0.02243)
O (-0.81738, -0.60508, 0.10975)
H (3.11627, 0.55770, -0.73707)
H (-2.61741, 0.41640, -1.57004)
H (0.55301, 0.73347, -0.72285)
H (-4.09935, 0.38158, -0.55792)

Force components x, y, z for each atom (eV/Å):
-0.12 0.04 0.02
0.33 -0.18 -0.03
0.40 0.12 -0.05
0.76 -0.30 -0.17
0.51 -0.96 0.15
-2.78 0.90 -2.04
0.42 0.55 0.28
-0.29 0.11 0.06
0.03 -0.05 -0.12
-0.14 -0.04 0.13
1.43 -0.91 0.04
0.02 -0.06 -0.16
-0.25 -0.18 0.01
-0.52 2.31 1.09
-0.11 -0.10 0.16
-0.08 -0.40 0.19
-0.18 -0.10 0.08
0.56 -0.76 0.38

The charge is 0. For the orbital gap, the calculation gives 0.3433 Ha. The energy relative to the best compared isomer or geometry (same formula, charge and spin) is 97.9 kcal/mol.



Density functional theory data (ωB97M-V with the def2-TZVPD basis set) for a molecular structure, C12H21FOTa.

Geometry (Å):
H (1.40730, -1.03794, 2.74493)
C (-1.54911, 0.20275, -1.00034)
H (0.78112, 1.56828, -0.24077)
C (1.30301, 0.92297, 0.51128)
C (-0.47702, 1.08013, 3.36877)
H (-0.76648, -3.19354, -3.38558)
C (-0.03390, -2.36866, -3.59670)
H (0.88112, -2.61352, -2.98453)
H (-1.19145, 2.38011, -3.71813)
H (0.18935, 1.39910, 5.52050)
C (-0.64610, 0.22381, -3.82116)
C (0.20105, 0.60700, 4.72623)
C (-1.04483, -0.98127, -1.67796)
H (-1.01207, -1.93019, -1.10073)
C (-1.97189, 0.09163, 0.50067)
H (0.34467, -1.91265, 0.58628)
H (0.30001, -2.33633, -4.66043)
H (-2.39594, 1.06567, 0.86485)
H (-2.78493, -0.67822, 0.59074)
H (-0.30534, 0.24583, -4.88325)
C (-1.62514, 1.44191, -1.77707)
H (-1.58584, 1.19132, 3.51532)
C (2.37890, 0.06468, -0.28821)
H (-2.03037, 2.37171, -1.31809)
H (2.18162, 0.11386, -1.39460)
F (-0.45606, -0.58635, 5.16190)
H (3.74185, 0.97194, 0.82764)
H (1.77821, 1.62349, 1.26016)
H (1.26146, 0.28929, 4.53268)
C (-0.57860, -1.01380, -3.06161)
C (-1.15787, 1.41623, -3.14924)
Ta (-0.05851, -0.49917, 1.70870)
H (-1.16450, -1.66932, 2.66778)
H (2.34424, -1.02187, -0.01412)
O (3.72330, 0.54060, -0.03961)
H (0.01877, 2.03051, 3.02372)

Force components x, y, z for each atom (eV/Å):
-0.22 -0.02 -0.16
-0.05 -0.04 -0.89
0.29 -0.32 0.72
0.11 -0.28 -0.77
0.73 -1.06 0.97
0.61 0.77 -0.50
0.39 0.45 0.85
-0.82 0.16 -0.59
0.02 -1.02 0.47
-0.33 -0.93 -0.25
-0.45 -0.29 1.99
0.03 0.08 -1.23
-0.07 0.95 -1.02
0.01 0.83 -0.46
-0.06 0.08 -1.22
0.00 -0.32 0.48
-0.56 -0.02 0.73
0.37 -0.71 -0.35
0.76 0.59 -0.01
-0.34 0.12 1.04
0.99 -2.04 -0.92
1.00 0.21 -0.05
-0.34 0.21 0.58
0.44 -0.83 -0.46
0.23 0.12 1.00
0.40 1.26 0.18
-0.25 -0.30 -0.39
-0.14 -0.71 -0.67
-0.96 0.51 0.25
-0.90 1.42 0.91
0.00 -0.62 0.45
-0.49 1.40 -0.50
0.16 0.07 -0.26
0.05 0.88 -0.12
-0.01 0.06 -0.19
-0.60 -0.65 0.36

The charge is -1. For the orbital gap, the calculation gives 0.2805 Ha.



Density functional theory data (ωB97M-V with the def2-TZVPD basis set) for C22H32N2O2 in the gas phase.

Geometry (Å):
H (2.87041, -2.96974, 2.44293)
C (0.38896, 0.03485, -1.08866)
H (-0.70984, -5.31334, -1.52090)
H (2.67269, -4.98450, 0.14781)
N (1.93244, 3.13009, 0.11520)
C (-2.93859, 0.43826, 0.00881)
H (3.58268, -3.47899, 0.07705)
N (1.51251, -3.27844, 0.07254)
H (0.37348, 2.62716, -1.24591)
C (0.19048, -4.70627, -1.46563)
C (-3.77817, 3.26843, -2.12357)
O (-3.76785, 1.98792, -1.54921)
C (-2.09488, 0.11502, 1.05562)
H (2.75201, 4.61045, -1.08074)
H (1.09552, 4.97723, -0.57015)
H (-0.46922, 0.45946, -1.58968)
H (-2.92874, -2.24331, -0.23017)
C (2.70544, -3.95600, 0.52089)
C (2.55662, -1.09018, 0.17863)
C (-2.89573, 1.74310, -0.52681)
C (0.41532, -1.32370, -0.84912)
C (-3.89109, -1.73330, -0.10933)
H (1.40739, 1.84745, 1.63314)
H (-0.56013, 0.77038, 2.38050)
H (1.91748, 3.46707, 2.13090)
H (3.36108, 0.88336, 0.21342)
H (-2.81243, 3.51769, -2.57776)
H (1.98999, -4.49419, 2.49305)
C (-1.20637, 1.05113, 1.56265)
H (-4.04318, 4.03938, -1.39147)
H (3.74865, -4.50115, 2.33478)
C (2.52803, 0.26360, -0.08441)
C (1.43716, 0.85683, -0.70569)
H (3.41919, -1.49002, 0.68701)
C (-0.16508, 3.32870, 1.58268)
C (0.33233, -4.09679, -0.06790)
H (2.43642, 5.08688, 0.59344)
H (-0.55246, -3.50086, 0.17160)
H (-4.54021, 3.23591, -2.90088)
C (2.83866, -3.98099, 2.04646)
O (-3.83761, -0.41060, -0.57320)
H (0.38743, -4.90384, 0.66958)
H (1.04781, -5.33591, -1.69197)
C (-1.13929, 2.32673, 1.03389)
H (0.13589, -3.92544, -2.21931)
C (1.49515, -1.92761, -0.19286)
H (2.03816, 2.54472, -1.85096)
H (-4.64049, -2.23124, -0.72309)
C (-2.00278, 2.66253, -0.00683)
H (-0.32757, 4.30534, 1.12432)
H (-4.19494, -1.78380, 0.94225)
H (-0.34062, 3.43362, 2.65660)
H (-0.42143, -1.91125, -1.19017)
H (-1.96316, 3.66342, -0.41046)
C (1.31574, 2.91100, 1.40447)
C (2.04726, 4.52214, -0.25264)
H (-2.11311, -0.87179, 1.48962)
C (1.40260, 2.33342, -0.98036)

Force components x, y, z for each atom (eV/Å):
0.01 0.10 0.07
0.27 0.11 0.02
-0.10 -0.10 -0.07
0.05 0.08 -0.06
0.05 -0.04 -0.16
-0.12 0.03 -0.10
-0.04 -0.10 -0.04
0.00 -0.19 0.04
0.10 -0.02 -0.07
-0.03 0.12 0.28
0.02 0.24 -0.09
0.15 -0.37 0.31
-0.27 -0.11 -0.09
-0.01 0.08 -0.03
-0.01 0.03 0.01
-0.13 0.08 -0.01
-0.01 0.01 0.02
0.10 0.07 0.31
0.16 -0.09 0.04
-0.18 -0.16 -0.13
-0.07 -0.15 -0.03
-0.02 -0.21 0.10
0.01 0.06 0.14
0.11 -0.05 0.09
-0.03 -0.08 0.02
0.09 0.07 0.07
-0.03 0.00 0.04
-0.08 -0.05 0.07
-0.01 0.26 -0.03
0.03 -0.03 -0.03
0.10 -0.07 0.11
-0.13 0.03 -0.11
-0.06 0.00 -0.10
0.07 -0.08 0.07
0.38 -0.13 -0.04
-0.08 -0.07 -0.31
0.02 0.09 0.01
0.03 -0.06 0.07
0.06 0.05 0.04
0.03 0.00 -0.31
0.13 0.42 -0.06
-0.05 0.09 0.02
0.08 -0.08 -0.05
-0.13 -0.14 0.13
-0.01 0.06 -0.10
-0.07 0.16 -0.07
-0.12 0.07 0.02
0.06 -0.01 0.07
-0.16 -0.01 -0.13
-0.05 0.06 0.06
0.03 0.00 -0.04
-0.01 0.10 -0.01
-0.09 -0.12 -0.02
-0.01 0.08 -0.07
-0.15 0.14 0.25
0.05 -0.09 -0.02
-0.04 -0.13 -0.01
0.12 0.06 -0.13

The charge is 0. The SMILES is CCN(CC)c1ccc(CN(C)CCc2ccc(OC)c(OC)c2)cc1. For the orbital gap, the calculation gives 0.2930 Ha. The energy relative to the best compared isomer or geometry (same formula, charge and spin) is 73.8 kcal/mol.



Density functional theory data (ωB97M-V with the def2-TZVPD basis set) for C3H5NO2 in the gas phase.

Geometry (Å):
H (-1.80257, 1.06758, -0.46504)
H (-2.48506, -0.60247, -0.33386)
C (0.81477, 0.50965, -0.08598)
O (-0.13157, -1.67464, -0.26327)
N (1.99507, -0.10799, 0.12525)
C (-1.73022, 0.09712, 0.03000)
H (-1.89526, 0.26775, 1.10186)
O (0.64155, 1.70796, -0.21356)
C (-0.36026, -0.49109, -0.13340)
H (2.84875, 0.42615, 0.11333)
H (2.01740, -1.11645, 0.12070)

Force components x, y, z for each atom (eV/Å):
0.04 -0.14 0.06
0.14 0.09 0.05
0.14 0.17 0.03
-0.09 0.49 0.05
0.02 0.08 -0.06
-0.07 -0.04 -0.05
0.04 0.00 -0.14
0.05 -0.39 0.06
-0.17 -0.34 0.03
-0.11 -0.04 0.00
0.01 0.12 -0.02

The charge is 0. The SMILES is CC(=O)C(N)=O. For the orbital gap, the calculation gives 0.3663 Ha. The energy relative to the best compared isomer or geometry (same formula, charge and spin) is 3.4 kcal/mol.



Density functional theory data (ωB97M-V with the def2-TZVPD basis set) for a molecular structure, C36H33O2SiTb.

Geometry (Å):
H (0.27459, -3.33347, 3.40307)
C (1.73801, 2.01216, 3.45366)
C (2.09257, -1.17667, -1.09355)
C (-3.41408, -1.51392, 5.17819)
C (1.61164, -1.68198, 3.64499)
C (-0.84281, 1.74496, -5.83497)
C (1.30811, -3.03972, 3.53642)
C (-0.03411, 1.80962, 5.01955)
C (-0.57972, 2.14914, 0.52348)
H (-0.20823, -2.25523, 1.06586)
C (-0.17809, 0.43886, -9.88375)
C (-4.07530, -2.32653, 4.22596)
C (-0.92514, 2.58619, -0.77980)
C (3.64822, -3.65906, 3.52410)
H (0.25993, 2.46837, 1.11144)
O (0.29032, 0.06299, 1.74184)
C (-2.30156, 0.80255, -0.23845)
H (1.21261, -2.03927, -2.97643)
C (0.66931, 0.01215, -8.85277)
H (-0.87634, 1.24468, 5.40563)
H (2.69618, 3.93306, 3.34780)
C (0.46540, 0.42660, -7.53947)
H (-1.55042, -0.46424, 5.60725)
C (-0.61866, 1.25418, -7.21305)
C (-2.13519, -1.05543, 4.88934)
H (2.04005, -5.05400, 3.41718)
H (-0.00151, 3.14879, -4.30477)
H (-2.27702, 2.36837, -8.02963)
C (1.15311, -1.87568, -1.90214)
C (-1.46155, 1.69390, -8.26547)
H (3.00990, -0.63512, -1.30497)
C (-1.49653, -1.27727, 3.65610)
C (-1.24399, 1.29127, -9.58037)
C (-2.20527, -2.04075, 2.71550)
C (0.75846, 1.20336, 4.05741)
C (-2.01719, 1.76439, -1.23978)
C (1.19327, 3.89902, 4.85084)
H (-3.96854, -3.20897, 2.21275)
H (-3.07183, 0.05131, -0.13692)
H (-2.53701, 1.83917, -2.18781)
Tb (0.02158, 0.24936, -0.97050)
H (-1.83073, 2.12715, -5.58938)
H (4.43528, -4.42735, 3.54049)
H (1.14061, 0.08499, -6.75103)
H (3.23729, -0.27881, 3.53524)
C (-1.45149, 1.08796, 0.86406)
H (2.24710, -0.85796, 1.05440)
H (1.49834, -0.65956, -9.07205)
H (2.28811, 1.62753, 2.60564)
C (0.18517, 3.13646, 5.42020)
H (-0.84253, -2.85907, -1.27927)
C (2.97116, -1.32982, 3.60454)
H (-0.37570, 3.34211, -1.32630)
H (1.24418, 2.47384, -5.54608)
C (0.27924, 2.38463, -5.03664)
C (1.94859, 3.33898, 3.84107)
C (0.06999, -2.29152, -1.07618)
H (-1.78144, 0.67991, 1.83487)
C (0.40237, -1.92732, 0.23510)
H (-3.88688, -1.23118, 6.14823)
C (1.62522, -1.22897, 0.23832)
H (-5.05265, -2.73683, 4.46757)
O (-0.15568, 1.05644, -4.67179)
C (2.30547, -4.01722, 3.48648)
Si (0.21319, -0.46184, 3.33054)
H (-0.00237, 0.10847, -10.90681)
H (5.02855, -2.02834, 3.53045)
H (-0.44749, 3.57407, 6.18031)
H (1.39170, 4.91548, 5.19235)
C (3.97714, -2.31229, 3.55346)
H (-1.90120, 1.63500, -10.37777)
C (-3.46303, -2.59395, 2.97249)
H (-1.72069, -2.14818, 1.74374)

Force components x, y, z for each atom (eV/Å):
-0.09 -0.16 0.28
-0.09 0.20 0.00
-0.14 -0.68 0.55
-0.47 -0.41 -0.09
0.02 -0.52 -0.39
1.60 0.50 2.00
0.49 -0.32 -0.11
0.11 0.71 0.24
-0.96 0.28 -0.13
0.59 0.39 -0.16
0.07 0.03 0.49
0.71 0.36 -0.18
-0.94 -0.57 -0.02
-0.04 -0.23 0.15
-0.03 0.25 0.25
0.35 -1.07 1.94
0.13 0.90 1.00
0.01 0.16 0.20
-0.16 0.08 -0.25
0.12 0.39 0.29
0.27 0.08 -0.18
-0.22 0.03 0.20
-0.70 -0.40 0.04
0.09 -0.16 -1.05
0.73 0.40 -0.03
-0.16 -0.37 -0.04
0.28 -0.14 -0.26
-0.05 -0.07 -0.04
-0.24 0.38 -1.21
0.47 -0.30 0.68
-0.07 -0.38 -0.59
-0.37 0.24 0.83
0.28 -0.16 0.04
0.37 0.26 -0.34
-0.75 0.19 0.51
0.61 0.45 -0.77
-0.30 0.02 0.43
0.25 0.35 0.47
-0.18 0.18 -0.45
0.21 0.05 -0.02
0.59 0.03 0.76
0.03 -0.35 0.00
-0.43 0.41 -0.13
-0.26 0.09 -0.21
0.10 -0.10 0.27
-2.84 0.68 0.93
-0.74 -0.24 -0.24
-0.17 0.18 0.01
0.11 -0.10 -0.01
-0.23 -0.23 0.17
0.54 0.19 -0.43
0.14 -0.44 -0.06
-0.26 0.07 -0.14
-0.19 -0.13 0.38
-1.27 -0.73 -0.64
0.05 -0.90 -0.22
0.43 -0.49 0.11
0.87 0.43 -0.82
0.16 -1.17 0.48
0.35 -0.47 -0.94
1.58 -1.29 -0.19
0.12 0.08 -0.15
-0.48 1.03 -1.58
-0.01 0.39 0.11
1.35 1.38 -3.45
-0.07 0.09 0.25
-0.23 0.08 0.02
-0.06 0.02 0.06
-0.17 -0.22 -0.13
-0.18 0.65 0.08
0.11 -0.03 0.23
-0.14 0.34 0.94
-0.63 -0.21 0.22

The charge is 0. The spin multiplicity is 7. For the orbital gap (alpha / beta), the calculation gives 0.2310 / 0.2544 Ha. Its expectation value of S² is 12.0530.



In eV, the E_tot values for the records above are, in order, -7423.06632 -19095.40606 -30407.56818 -8777.54714 -72269.54040.